No. 1
Formula: C46H48N3PRu
Source: the Open Molecules 2025 dataset
Level of theory: the ωB97M-V functional and the def2-TZVPD basis

## Properties
HOMO level (spin up / spin down), eV: -0.07 / -4.40
Net charge: -1
Orbital gap (spin up / spin down), eV: 2.4 / 6.2
Spin multiplicity: 6

Geometry as XYZ:
```
99
Properties=species:S:1:pos:R:3:lowdin_charge:R:1
Ru -0.01308 0.09622 -0.26714 1.37
N -1.80419 1.80527 1.99778 0.11
N 0.75970 2.55784 -0.33395 -0.11
C 0.00112 -1.75053 -1.42557 -0.32
C -1.03301 -0.86639 -1.90029 -0.33
C -1.95351 -0.64135 -0.81707 -0.35
C -3.19446 0.18080 -0.86046 -0.05
H -3.20355 0.80689 -1.75847 0.07
H -3.25238 0.82421 0.02457 0.06
H -4.09106 -0.45507 -0.87833 0.08
C -1.49020 -1.38343 0.32726 -0.31
C -2.12831 -1.37074 1.66373 -0.06
H -2.79416 -2.23249 1.80448 0.09
H -2.68929 -0.44518 1.81271 0.05
H -1.35432 -1.40796 2.43963 0.01
C -0.30220 -2.09781 -0.06474 -0.30
C 0.48388 -3.03063 0.77701 -0.06
H 0.59623 -2.61213 1.78846 -0.02
H 1.48338 -3.19417 0.36128 0.07
H -0.00709 -4.01115 0.86119 0.09
C -1.18396 -0.31038 -3.27580 -0.05
H -2.17575 -0.54219 -3.68673 0.08
H -0.42427 -0.71967 -3.94714 0.06
H -1.08293 0.78219 -3.26621 0.07
C 1.16589 -2.27104 -2.19919 -0.04
H 2.10110 -2.11058 -1.64604 0.07
H 1.25997 -1.75643 -3.16011 0.06
H 1.08084 -3.35040 -2.39476 0.09
C -2.16236 2.19465 3.23146 -0.13
H -2.70922 1.47512 3.83449 0.10
C -1.84451 3.44760 3.76578 -0.09
H -2.14059 3.69228 4.78367 0.10
C -1.13417 4.35117 2.98219 -0.08
H -0.85432 5.33836 3.34279 0.10
C -0.77666 3.96174 1.69633 -0.03
H -0.24915 4.60652 1.00254 0.09
C -1.07956 2.65671 1.28016 -0.32
C -0.61672 2.21715 -0.04709 -0.25
H -1.31481 2.48357 -0.86407 0.11
C 1.38336 1.34332 -0.63092 -0.29
C 1.31696 3.54438 -1.13842 -0.07
H 0.96434 4.55439 -1.07278 0.10
C 2.34635 3.00105 -1.81334 -0.05
H 3.04050 3.42776 -2.51690 0.11
N 2.40970 1.63535 -1.48117 -0.04
C 3.29832 0.67190 -2.08884 -0.14
C 3.17034 0.38170 -3.45564 -0.21
C 4.05232 -0.54736 -4.02189 -0.02
H 3.95290 -0.79829 -5.07857 0.12
C 5.05985 -1.14695 -3.26457 -0.27
C 6.01768 -2.12126 -3.88544 -0.06
H 5.86223 -3.14031 -3.50245 0.08
H 7.05736 -1.84493 -3.66288 0.08
H 5.89089 -2.14166 -4.97287 0.07
C 5.16120 -0.83691 -1.90670 -0.01
H 5.94675 -1.29453 -1.30309 0.12
C 4.29170 0.07538 -1.30367 -0.20
C 4.44491 0.45288 0.13494 -0.03
H 4.65780 1.52352 0.25664 0.09
H 5.28741 -0.10518 0.55680 0.08
H 3.54829 0.21510 0.72336 0.07
C 2.10966 1.00700 -4.30892 -0.05
H 2.50388 1.86548 -4.87159 0.09
H 1.24547 1.34853 -3.72928 0.06
H 1.75391 0.27463 -5.04858 0.08
C 4.53258 -3.06682 5.58982 -0.16
C 4.13844 -1.81985 6.07616 -0.13
C 3.17710 -1.06864 5.38795 -0.13
C 2.55880 -1.61537 4.25256 -0.39
C 3.13555 -2.74608 3.63494 -0.13
C 4.08043 -3.49773 4.33845 -0.13
P 0.85125 -1.17745 3.73337 1.04
C -0.04780 -2.40276 4.76877 -0.39
C -0.78529 -3.41035 4.11783 -0.14
C -1.34042 -4.45825 4.84369 -0.13
C -1.16446 -4.52073 6.22691 -0.16
C -0.43902 -3.52249 6.88304 -0.12
C 0.12328 -2.46972 6.15677 -0.14
C 0.59240 0.37507 4.65629 -0.38
C -0.31893 0.55790 5.70757 -0.11
C -0.17804 1.66089 6.55253 -0.10
C 0.78219 2.63700 6.27697 -0.12
C 1.51133 2.57235 5.08469 -0.11
C 1.39500 1.46388 4.25548 -0.13
H 5.19850 -3.70075 6.17670 0.08
H 4.55583 -1.43106 7.00584 0.09
H 2.88755 -0.08574 5.75832 0.08
H 2.80628 -3.04991 2.63951 0.08
H 4.45242 -4.42727 3.90732 0.08
H -0.92059 -3.38197 3.03638 0.06
H -1.90581 -5.22510 4.31508 0.09
H -1.58666 -5.34793 6.79288 0.07
H -0.30157 -3.55050 7.96335 0.09
H 0.70126 -1.70165 6.67160 0.09
H -1.10692 -0.17402 5.89345 0.10
H -0.80953 1.74811 7.43834 0.10
H 0.94688 3.45873 6.97543 0.09
H 2.18404 3.38461 4.80570 0.10
H 1.94847 1.40458 3.31547 0.10
```

=====

No. 2
Formula: C46H48NbO13
Source: the Open Molecules 2025 dataset
Level of theory: the ωB97M-V functional and the def2-TZVPD basis

## Properties
HOMO level, eV: -2.99
Net charge: -1
Orbital gap, eV: 2.3

Geometry as XYZ:
```
108
Properties=species:S:1:pos:R:3:lowdin_charge:R:1
C 7.10019 4.84986 1.20892 -0.15
C 6.17991 5.87817 1.50514 -0.31
C 4.73835 5.83715 1.26355 -0.36
Nb 3.75665 3.83399 1.79412 1.44
O 3.90082 3.27753 -0.18606 -0.45
C 4.68569 2.13118 -0.51727 -0.35
C 3.95158 0.82061 -0.15411 -0.26
C 4.63407 0.01877 0.99907 -0.13
C 1.63358 4.65621 1.59398 -0.47
C 1.14400 4.43102 0.12490 -0.17
C 0.55225 4.02082 2.50386 -0.35
C 0.89748 3.92073 3.98707 -0.18
H 7.37587 4.17107 2.01892 -0.01
H 7.53221 4.64720 0.23306 0.01
H 6.56655 6.82093 1.92339 0.08
H 4.22962 6.70789 1.69773 0.02
H 4.60554 5.93225 0.16280 0.06
H 2.97072 2.24216 2.28890 -0.07
H 5.32165 3.02040 2.26702 -0.10
H 3.70472 4.43386 3.52047 -0.10
H 4.83054 2.14325 -1.60959 0.09
H 5.68629 2.19080 -0.07660 0.08
H 2.92318 0.99920 0.16058 0.06
H 3.91890 0.20491 -1.06216 0.08
H 3.88843 -0.27650 1.73487 0.05
H 5.40231 0.62152 1.48067 0.04
H 5.10440 -0.86134 0.54932 0.05
H 1.73377 5.74178 1.75389 0.07
H 1.60971 5.11444 -0.58307 0.06
H 0.04901 4.54675 0.15329 0.06
H 1.31726 3.38463 -0.11334 0.02
H 0.27445 3.06628 2.05665 0.07
H -0.33774 4.67594 2.43756 0.09
H 1.04221 4.90767 4.43155 0.06
H 0.01041 3.50836 4.49780 0.05
H 1.71479 3.23761 4.20362 0.01
C -2.34461 0.64191 -2.43038 0.01
C -1.88908 1.15639 -1.29057 0.03
C -0.45833 1.03210 -0.91141 -0.36
O -0.04220 1.49569 0.12576 0.11
C 0.44061 0.31747 -1.85072 0.05
C -0.01844 -0.19597 -2.99080 0.02
C -1.44571 -0.07283 -3.36748 -0.39
O -1.86707 -0.54211 -4.40862 0.08
H -3.38392 0.72048 -2.72674 0.11
H -2.53131 1.68225 -0.59502 0.10
H 1.48040 0.23962 -1.55637 0.11
H 0.62347 -0.72267 -3.68858 0.08
C 0.98082 -3.82757 -4.28202 0.04
C 0.92009 -5.14968 -4.41998 0.02
C 2.06567 -5.91707 -4.96162 -0.38
O 2.00809 -7.12407 -5.09339 0.09
C 3.28393 -5.16055 -5.34106 0.02
C 3.34537 -3.83893 -5.20233 0.03
C 2.19765 -3.06940 -4.66133 -0.37
O 2.25353 -1.86468 -4.53437 0.10
H 0.15348 -3.24840 -3.89044 0.12
H 0.04066 -5.71999 -4.14839 0.09
H 4.10922 -5.74102 -5.73381 0.12
H 4.22370 -3.26722 -5.47377 0.12
C 6.40566 5.74952 5.46418 0.04
C 6.96248 5.37902 6.61533 0.01
C 6.31591 5.67716 7.91376 -0.40
O 6.82408 5.34189 8.96655 0.08
C 5.02252 6.40231 7.88491 0.01
C 4.46373 6.77360 6.73594 0.02
C 5.11260 6.47653 5.43428 -0.39
O 4.61060 6.80807 4.38774 0.08
H 6.86064 5.54079 4.50299 0.12
H 7.90443 4.84728 6.65780 0.12
H 4.56600 6.60877 8.84492 0.11
H 3.52046 7.30337 6.69372 0.12
C -6.16171 1.57580 1.86229 0.03
C -7.05406 0.66544 2.24225 0.02
C -7.29212 -0.55795 1.43956 -0.37
O -8.10772 -1.38911 1.78393 0.08
C -6.49918 -0.73223 0.19975 0.03
C -5.60634 0.17850 -0.18027 0.03
C -5.36722 1.40329 0.62095 -0.37
O -4.55330 2.23450 0.27947 0.11
H -5.97233 2.47606 2.43287 0.12
H -7.64269 0.77244 3.14456 0.12
H -6.68805 -1.63385 -0.36767 0.11
H -5.01733 0.06951 -1.08166 0.11
C -7.13894 -6.32740 0.88799 0.02
C -7.70777 -7.25847 1.64855 0.02
C -8.57997 -6.89121 2.79072 -0.39
O -9.09666 -7.74187 3.48459 0.10
C -8.79433 -5.44807 3.05110 0.02
C -8.22687 -4.51256 2.29203 0.03
C -7.35346 -4.88194 1.14802 -0.37
O -6.83219 -4.03973 0.44803 0.10
H -6.49862 -6.57529 0.05082 0.12
H -7.56347 -8.31714 1.47393 0.12
H -9.43438 -5.20214 3.88880 0.12
H -8.37239 -3.45603 2.46799 0.09
C -4.37232 -6.82286 -7.04509 0.02
C -3.91985 -6.31703 -5.90097 0.02
C -2.49638 -6.45549 -5.51103 -0.37
O -2.08225 -5.99650 -4.46691 0.09
C -1.59436 -7.17686 -6.44267 0.03
C -2.04794 -7.68246 -7.58671 0.03
C -3.47203 -7.54452 -7.97815 -0.39
O -3.88584 -8.00352 -9.02134 0.10
H -5.40753 -6.73348 -7.34863 0.12
H -4.56005 -5.78655 -5.20765 0.12
H -0.55752 -7.26771 -6.13904 0.11
H -1.40728 -8.21278 -8.27956 0.12
```